{
  "formula": "CH2FIO",
  "method": "ωB97M-V/def2-TZVPD",
  "mol_weight_g_mol": 175.928,
  "homo_energy_ev": -9.8078,
  "e_above_lowest_ev": 0.0206,
  "max_force_ha_per_bohr": 0.05858,
  "orbital_gap_ev": 9.86,
  "smiles": "O[C@H](F)I",
  "lumo_ha": 0.002,
  "symbols": ["I", "F", "O", "C", "H", "H"],
  "xyz": [[0.140, -0.307, -2.091], [1.332, -0.190, 0.583], [-0.712, 0.672, 0.632], [0.074, -0.394, 0.173], [-0.290, 1.521, 0.265], [-0.544, -1.301, 0.438]],
  "forces_ev_per_a": [[0.02, -0.24, 0.88], [0.09, -1.08, 0.23], [1.52, 0.75, -1.26], [-2.39, 1.70, -0.67], [-0.93, -1.69, 0.84], [1.70, 0.55, -0.03]],
  "mulliken_charge": [-0.011, -0.182, -0.452, -0.045, 0.365, 0.325]
}

---

{
  "formula": "H16O8",
  "method": "ωB97M-V/def2-TZVPD",
  "mol_weight_g_mol": 144.120,
  "homo_energy_ev": -10.5004,
  "e_above_lowest_ev": 2.1664,
  "max_force_ha_per_bohr": 0.01454,
  "orbital_gap_ev": 10.10,
  "smiles": "O.O.O.O.O.O.O.O",
  "lumo_ha": -0.015,
  "symbols": ["O", "O", "O", "O", "O", "O", "O", "O", "H", "H", "H", "H", "H", "H", "H", "H", "H", "H", "H", "H", "H", "H", "H", "H"],
  "xyz": [[1.188, -2.945, -0.131], [3.266, -0.787, -0.540], [-1.577, 0.440, -2.079], [1.493, -2.298, 2.775], [1.431, 1.963, 1.868], [-4.444, 0.750, -1.593], [-0.378, 0.438, 0.407], [-1.267, 3.563, 0.278], [2.446, -2.176, 2.847], [-4.823, 1.626, -1.723], [-1.204, 2.603, 0.238], [0.692, -3.124, -0.939], [1.333, -2.492, 1.842], [1.712, -3.744, 0.015], [-0.269, -0.499, 0.609], [-0.364, 3.850, 0.457], [-1.841, -0.279, -2.669], [3.899, -1.504, -0.646], [-3.497, 0.853, -1.781], [-1.384, 1.187, -2.665], [0.999, 2.058, 2.723], [2.463, -1.213, -0.206], [-0.792, 0.458, -0.487], [0.914, 1.271, 1.401]],
  "forces_ev_per_a": [[0.06, -0.24, -0.04], [-0.09, -0.08, 0.07], [-0.19, 0.18, -0.62], [0.08, -0.11, -0.14], [-0.22, -0.31, -0.15], [0.17, 0.10, -0.21], [-0.31, -0.31, -0.57], [0.04, 0.05, -0.22], [-0.11, 0.10, 0.01], [0.02, -0.09, 0.06], [0.07, 0.00, 0.27], [0.01, 0.08, 0.08], [-0.04, 0.09, 0.15], [-0.09, 0.08, -0.03], [-0.10, 0.11, 0.07], [-0.05, -0.13, 0.07], [0.09, 0.04, 0.14], [-0.04, 0.05, 0.00], [-0.28, 0.00, 0.27], [0.10, -0.12, 0.15], [0.02, -0.03, -0.06], [0.21, 0.05, -0.15], [0.39, -0.16, 0.62], [0.28, 0.64, 0.23]],
  "mulliken_charge": [-0.624, -0.630, -0.750, -0.626, -0.630, -0.633, -0.703, -0.648, 0.322, 0.335, 0.339, 0.273, 0.344, 0.306, 0.254, 0.333, 0.302, 0.298, 0.371, 0.330, 0.319, 0.347, 0.410, 0.360]
}

---

{
  "formula": "C13H23BCl4GeOSi",
  "method": "ωB97M-V/def2-TZVPD",
  "mol_weight_g_mol": 448.646,
  "homo_energy_ev": -9.2127,
  "e_above_lowest_ev": 0.0000,
  "max_force_ha_per_bohr": 0.04822,
  "orbital_gap_ev": 6.87,
  "lumo_ha": -0.086,
  "symbols": ["Ge", "Cl", "Cl", "Cl", "Cl", "Si", "O", "C", "C", "C", "C", "C", "C", "C", "C", "C", "C", "C", "C", "C", "B", "H", "H", "H", "H", "H", "H", "H", "H", "H", "H", "H", "H", "H", "H", "H", "H", "H", "H", "H", "H", "H", "H", "H"],
  "xyz": [[-3.570, 4.225, 3.913], [-2.775, 8.943, 4.961], [-1.348, 6.794, 6.647], [-1.438, 9.679, 7.645], [5.991, 10.862, 3.402], [-1.135, 3.408, 2.109], [-0.117, 8.880, 5.382], [-1.029, 3.802, 0.282], [3.330, 10.424, 3.467], [-3.339, 6.083, 3.356], [2.193, 9.387, 5.343], [4.549, 10.353, 4.166], [2.158, 9.967, 4.052], [1.036, 8.759, 5.922], [4.567, 9.922, 5.499], [-5.445, 3.823, 4.282], [-2.946, 3.032, 2.493], [3.394, 9.455, 6.091], [-0.187, 1.814, 2.378], [-2.491, 3.912, 5.515], [-1.388, 8.592, 6.136], [3.321, 10.818, 2.455], [-1.607, 4.698, 0.020], [0.872, 1.939, 2.114], [-3.584, 6.745, 4.195], [-1.430, 2.941, -0.278], [-2.810, 4.630, 6.278], [-2.631, 2.891, 5.888], [-4.001, 6.318, 2.514], [-5.556, 2.783, 4.611], [-3.042, 1.975, 2.810], [-2.306, 6.312, 3.075], [-3.554, 3.168, 1.577], [5.510, 9.931, 6.045], [-5.815, 4.485, 5.073], [-0.528, 4.551, 2.931], [-1.428, 4.091, 5.324], [-6.055, 3.972, 3.383], [1.210, 10.006, 3.509], [0.015, 3.960, -0.022], [-0.624, 1.044, 1.719], [1.148, 8.256, 6.883], [3.386, 9.102, 7.122], [-0.248, 1.467, 3.418]],
  "forces_ev_per_a": [[0.04, -0.05, -0.01], [0.61, 0.28, 0.49], [0.18, 0.55, -0.13], [0.17, -0.12, -0.38], [0.12, 0.01, -0.03], [-0.25, -0.23, -0.11], [2.44, 0.08, 0.42], [0.22, 0.16, -0.12], [-0.05, -0.09, 0.04], [-0.22, 0.09, 0.05], [0.41, 0.30, -0.23], [-1.07, -0.08, 0.56], [0.15, -0.31, 0.03], [-1.32, 1.14, -0.60], [-0.09, -0.07, 0.04], [-0.16, 0.11, 0.14], [0.19, -0.05, -0.14], [-0.10, -0.38, -0.54], [0.30, 0.01, 0.06], [-0.12, -0.04, 0.13], [-1.24, -0.60, 0.49], [0.00, -0.04, 0.18], [0.11, -0.21, 0.01], [-0.20, -0.14, 0.08], [-0.04, -0.29, -0.32], [0.12, 0.31, 0.12], [0.05, -0.31, -0.07], [0.05, 0.16, -0.03], [0.13, 0.01, 0.13], [0.01, 0.18, -0.05], [0.03, 0.48, -0.11], [-0.14, -0.12, 0.00], [0.24, -0.02, 0.42], [-0.30, 0.01, -0.07], [-0.04, -0.15, -0.13], [-0.35, -0.58, -0.36], [-0.17, -0.07, 0.01], [0.08, -0.02, 0.16], [0.37, -0.06, 0.16], [-0.25, -0.01, -0.05], [0.16, 0.21, 0.25], [-0.29, -0.11, 0.00], [0.15, 0.03, -0.26], [0.02, 0.03, -0.25]],
  "mulliken_charge": [0.392, -0.310, -0.300, -0.291, -0.164, 0.385, -0.570, -1.081, -0.562, -0.906, 0.455, 0.398, -0.354, -0.055, -0.616, -1.165, -0.855, -0.436, -1.079, -1.185, 0.824, 0.398, 0.309, 0.300, 0.097, 0.317, 0.326, 0.357, 0.364, 0.354, 0.402, 0.363, 0.413, 0.400, 0.344, -0.137, 0.374, 0.358, 0.469, 0.299, 0.313, 0.374, 0.373, 0.310]
}